Entry 1:
Density functional theory data (wB97M-V/def2-TZVPD) for a structure of composition C44H41CdN3O2P2Te.

As for the energy relative to the best compared isomer or geometry (same formula, charge and spin): 0.556 eV. Its LUMO energy is -0.01088 Ha. As for the electronic energy: -85293.8032 eV. The value obtained for the HOMO energy is -0.2650 hartree.

Structure (ORCA input):
```
! wB97M-V def2-TZVPD RIJCOSX def2/J DEFGRID3
* xyz 0 1
Cd 0.07320 2.99596 -0.01065
C 4.61769 2.41413 -0.68751
C 5.22723 2.59578 0.54068
C 4.43632 2.74214 1.66545
C 3.05304 2.68516 1.53922
N 2.47157 2.48096 0.35543
C 3.23646 2.36586 -0.72888
C 2.16207 2.90784 2.71641
C 2.64657 2.82303 4.01620
C 1.80855 3.13867 5.07084
C 0.50838 3.52149 4.79875
C 0.09242 3.53120 3.47828
N 0.89398 3.22895 2.46000
H 5.19118 2.32774 -1.59922
H 6.30521 2.63709 0.62440
H 4.89429 2.92451 2.62581
H 2.71779 2.25507 -1.67036
H 3.65913 2.50099 4.20860
H 2.16888 3.08067 6.08970
H -0.17966 3.79206 5.58742
H -0.93030 3.77813 3.21908
O 1.13134 5.07439 -0.44693
N 1.27520 4.89029 -1.66329
O 0.93564 3.73376 -2.04407
C -7.09298 0.20478 -1.83146
C -5.92428 0.97693 -1.27953
C -5.55676 0.87285 0.05285
C -4.51246 1.62394 0.59121
C -4.15905 1.42401 2.04052
C -3.81632 2.51310 -0.23585
Te -2.40342 3.86584 0.59417
C -4.14926 2.60941 -1.59558
C -3.39050 3.49889 -2.54295
C -5.19443 1.83678 -2.09093
H -7.49462 -0.48471 -1.08941
H -6.80925 -0.37141 -2.71379
H -7.89593 0.88205 -2.12826
H -6.09911 0.19179 0.70112
H -4.82436 0.69174 2.49917
H -4.22414 2.35765 2.60008
H -3.13127 1.06652 2.13631
H -2.32630 3.25027 -2.54407
H -3.46293 4.54636 -2.24911
H -3.77590 3.39482 -3.55764
H -5.45140 1.91643 -3.14292
C 1.51328 -2.77825 0.43401
P 1.73089 -0.92832 0.57755
C 1.13947 -0.67980 2.30210
C -0.02233 -0.01833 2.68421
C -0.37833 0.07238 4.02442
C 0.43343 -0.47759 5.00358
C 1.61949 -1.10418 4.63889
C 1.96867 -1.19887 3.30171
C 0.30949 -0.38716 -0.44905
C -1.01254 -0.77648 -0.21708
C -2.03180 -0.35659 -1.05589
C -1.74503 0.44422 -2.15837
C -0.43514 0.80582 -2.42360
C 0.58109 0.39639 -1.56584
P 2.76234 -3.42181 -0.77524
C 2.13777 -5.13124 -1.02971
C 2.12410 -5.71917 -2.29427
C 1.74683 -7.04406 -2.45783
C 1.38391 -7.80848 -1.35824
C 1.40680 -7.23988 -0.09305
C 1.78509 -5.91486 0.06911
C 2.13947 -2.57470 -2.27893
C 2.99316 -1.68420 -2.92355
C 2.56464 -0.97004 -4.03774
C 1.27587 -1.14582 -4.51523
C 0.41277 -2.03037 -3.87659
C 0.84219 -2.73844 -2.76740
H 0.49662 -3.03007 0.12965
H 1.71333 -3.22106 1.41049
H -0.66069 0.43946 1.93730
H -1.29901 0.57337 4.29816
H 0.14882 -0.41386 6.04620
H 2.27508 -1.51235 5.39777
H 2.90026 -1.68293 3.02493
H -1.24645 -1.42616 0.61960
H -3.05430 -0.64035 -0.84836
H -2.54347 0.77011 -2.81054
H -0.19298 1.40061 -3.29542
H 1.60875 0.64727 -1.79534
H 2.40688 -5.13442 -3.16139
H 1.73353 -7.47992 -3.44877
H 1.09016 -8.84229 -1.48556
H 1.12931 -7.82922 0.77169
H 1.80671 -5.49302 1.06696
H 3.99840 -1.54791 -2.54206
H 3.23701 -0.27911 -4.53051
H 0.93975 -0.59639 -5.38553
H -0.59767 -2.16119 -4.24282
H 0.16287 -3.42463 -2.27373
*
```


Entry 2:
Density functional theory data (wB97M-V/def2-TZVPD) for a structure of composition C23H23CoNO4PS2Se2.

As for the energy relative to the best compared isomer or geometry (same formula, charge and spin): 0.000 eV. Its LUMO energy (spin up / spin down) is 0.08364 / 0.08331 Ha. As for the electronic energy: -233189.9749 eV. The value obtained for the HOMO energy (spin up / spin down) is -0.1850 / -0.1915 hartree.

Structure (ORCA input):
```
! wB97M-V def2-TZVPD RIJCOSX def2/J DEFGRID3
* xyz -1 4
Co -0.33269 2.11119 -0.11054
O -3.67314 2.41032 -2.48947
C -2.79255 2.27004 -1.64781
O -1.58956 2.73269 -1.66130
C -3.13028 1.48631 -0.37510
C -4.22307 0.66427 -0.17227
C -4.30070 -0.02446 1.03587
C -3.31472 0.13017 2.00629
C -2.26306 0.98064 1.72336
N -2.21346 1.61907 0.56777
C -1.05814 1.29370 2.60842
O -1.14478 1.10092 3.81510
O -0.07871 1.83096 1.96364
H -4.96470 0.56427 -0.95396
H -5.12689 -0.70309 1.21718
H -3.33656 -0.39746 2.95038
C 2.90291 1.15052 0.52007
Se 2.15262 2.72186 -0.33397
C 2.10904 3.84940 1.26146
C 1.31978 5.11596 0.98254
Se -0.55197 4.79571 0.51390
C -1.26029 4.74387 2.31899
H 2.20522 0.78796 1.27425
H 3.86774 1.40617 0.94980
H 3.02588 0.40192 -0.25761
H 3.13720 4.09268 1.52652
H 1.64865 3.24595 2.04166
H 1.73339 5.66772 0.13986
H 1.32836 5.77248 1.85278
H -1.00076 5.66506 2.83623
H -0.87951 3.87158 2.84406
H -2.33975 4.67521 2.21209
S 0.45814 -1.59787 1.67345
P 0.48553 -1.63651 -0.28724
S -0.17420 -0.03619 -1.33250
C -0.54504 -3.01675 -0.90299
C -0.03368 -4.11145 -1.59126
C -0.88228 -5.13280 -2.01462
C -2.24165 -5.06211 -1.75416
C -2.75695 -3.96718 -1.06579
C -1.91463 -2.95256 -0.64273
C 2.16417 -2.05666 -0.91312
C 3.07272 -2.69780 -0.07501
C 4.35217 -3.00607 -0.52874
C 4.73200 -2.67241 -1.82256
C 3.82827 -2.03538 -2.66444
C 2.55063 -1.72650 -2.21151
H 1.02826 -4.17424 -1.79678
H -0.47570 -5.98291 -2.54894
H -2.90176 -5.85554 -2.08774
H -3.81979 -3.90737 -0.86178
H -2.30903 -2.09676 -0.10663
H 2.76937 -2.93046 0.93938
H 5.05589 -3.49651 0.13495
H 5.73237 -2.90320 -2.17243
H 4.12238 -1.76879 -3.67315
H 1.84735 -1.20956 -2.85386
*
```


Entry 3:
Density functional theory data (wB97M-V/def2-TZVPD) for the molecule C3H3N3O3.

As for the energy relative to the best compared isomer or geometry (same formula, charge and spin): 6.162 eV. Its LUMO energy is -0.04834 Ha. The SMILES is Cc1nnc([N+](=O)[O-])o1. As for the electronic energy: -13767.4946 eV. The value obtained for the HOMO energy is -0.3947 hartree.

Structure (ORCA input):
```
! wB97M-V def2-TZVPD RIJCOSX def2/J DEFGRID3
* xyz 0 1
C -1.22814 -0.08563 -0.03768
C -3.07905 -0.21837 -1.03595
C 0.22414 -0.33062 0.09359
N -2.18031 -0.36440 0.82449
N -3.31719 -0.39314 0.23701
N -4.03155 -0.32260 -2.07352
O -5.15887 -0.64707 -1.70913
O -3.58639 -0.24699 -3.21811
O -1.76142 -0.10705 -1.27883
H 0.69228 -0.12035 1.06185
H 0.32476 -1.32938 -0.30659
H 0.68937 0.49381 -0.60809
*
```


Entry 4:
Density functional theory data (wB97M-V/def2-TZVPD) for a cluster of 3 separate species, C3H9N3O6 in total.

As for the energy relative to the best compared isomer or geometry (same formula, charge and spin): 0.211 eV. Its LUMO energy (spin up / spin down) is 0.07809 / 0.07808 Ha. As for the electronic energy: -20003.4715 eV. The value obtained for the HOMO energy (spin up / spin down) is -0.0110 / -0.1519 hartree.

Structure (ORCA input):
```
! wB97M-V def2-TZVPD RIJCOSX def2/J DEFGRID3
* xyz -1 2
C -2.02326 -2.50473 3.80632
N -3.33602 -1.83091 4.00138
O -3.35286 -0.68702 3.57814
O -4.25113 -2.33730 4.64684
H -1.40753 -2.26874 4.67424
H -1.52471 -2.07210 2.93892
H -2.16703 -3.58489 3.78021
C -0.05725 0.07532 -1.15308
N -0.63634 -0.15298 0.24652
O -0.74984 0.89333 0.89666
O -0.94540 -1.28097 0.55972
H 0.87359 -0.48234 -1.04986
H 0.33739 1.07987 -1.30558
H -0.75507 -0.24032 -1.92865
C 3.47536 2.05938 -3.51500
N 2.09065 2.39238 -3.23538
O 1.80005 3.32091 -2.49022
O 1.24924 1.68275 -3.72849
H 3.61882 1.97466 -4.59219
H 3.63928 1.11423 -2.99738
H 4.12197 2.84946 -3.13321
*
```


Entry 5:
Density functional theory data (wB97M-V/def2-TZVPD) for a cluster of 6 separate species, C10H26Cl5O10 in total.

Its LUMO energy (spin up / spin down) is -0.01625 / -0.26162 Ha. As for the electronic energy: -93865.5272 eV. The value obtained for the HOMO energy (spin up / spin down) is -0.3648 / -0.3632 hartree.

Structure (ORCA input):
```
! wB97M-V def2-TZVPD RIJCOSX def2/J DEFGRID3
* xyz 0 2
Cl -30.10836 -10.63639 33.11005
O -29.27791 -10.66217 31.94931
O -29.24149 -10.40173 34.20173
O -31.05674 -9.55810 33.01284
O -30.81507 -11.85076 33.31135
C -26.29676 -7.97291 33.19570
C -27.32193 -7.08331 33.90351
O -28.65690 -7.32552 33.54353
O -26.44043 -9.33053 33.67588
H -25.31458 -7.52902 33.35808
H -26.43378 -7.85283 32.12103
H -27.20972 -6.02705 33.65889
H -27.14634 -7.29354 34.95853
H -28.77677 -8.23486 33.82700
H -27.30294 -9.71403 33.50094
C -33.29025 -8.59845 36.13456
C -32.46118 -9.86013 36.46238
O -31.04866 -9.66466 36.61605
O -34.64617 -8.86897 35.80834
H -32.86814 -8.12083 35.25036
H -33.22662 -7.86566 36.93895
H -32.50727 -10.51335 35.59102
H -32.85801 -10.50079 37.24990
H -30.51017 -9.67458 35.82137
H -35.00555 -9.42483 36.50367
C -32.19416 -10.30929 29.49354
C -33.09471 -11.29214 30.34436
O -33.65227 -10.62811 31.49854
O -33.03282 -9.39883 28.80708
H -31.55160 -10.90694 28.84700
H -31.57768 -9.71243 30.16572
H -32.49053 -12.08098 30.79246
H -33.84683 -11.60851 29.62165
H -32.93149 -10.12373 31.88283
H -32.38868 -8.76345 28.48621
Cl -25.90932 -13.78623 34.11381
C -27.65881 -13.40583 33.94594
C -28.37365 -14.74308 34.01310
Cl -28.12181 -15.53932 35.61349
H -27.75890 -12.89235 32.98969
H -27.95167 -12.65873 34.68362
H -28.22487 -15.54069 33.28524
H -29.44580 -14.56219 34.08967
Cl -33.32397 -6.12418 32.74832
C -34.38149 -7.57016 32.56813
C -34.82109 -7.69550 31.13377
Cl -35.95920 -6.43363 30.67985
H -35.20893 -7.44923 33.26729
H -33.65655 -8.32103 32.88239
H -35.24416 -8.65750 30.84452
H -33.88119 -7.56786 30.59675
*
```


Entry 6:
Density functional theory data (wB97M-V/def2-TZVPD) for a cluster of 11 separate species, C23H68N4O11 in total.

As for the energy relative to the best compared isomer or geometry (same formula, charge and spin): 0.000 eV. Its LUMO energy is 0.00463 Ha. The SMILES is NC(N)=O.NC(N)=O.CC(C)O.CC(C)O.CC(C)O.CCO.CCO.CCO.CCO.CCO.CCO. As for the electronic energy: -53438.0204 eV. The value obtained for the HOMO energy is -0.3452 hartree.

Structure (ORCA input):
```
! wB97M-V def2-TZVPD RIJCOSX def2/J DEFGRID3
* xyz 0 1
C 0.11437 0.33990 -0.03990
O -0.39131 -0.53230 -0.75678
N -0.11020 0.45701 1.29387
N 1.00732 1.22962 -0.55956
H 0.46845 1.12609 1.79169
H -0.81677 -0.05340 1.78950
H 1.13050 1.17437 -1.55740
H 1.45396 1.88892 0.05223
C 1.77594 4.87393 -0.99395
O 0.81732 4.49809 -0.32283
N 2.29129 6.13409 -0.90497
N 2.46829 3.97385 -1.75401
H 1.92426 6.74400 -0.19936
H 2.97669 6.47553 -1.55172
H 2.05693 3.06390 -1.85527
H 3.32530 4.22843 -2.20659
C 3.71365 -0.22023 -4.25084
C 3.26447 0.67206 -3.10170
O 2.01847 1.34009 -3.44131
H 2.90648 -0.90761 -4.50282
H 4.54810 -0.84614 -3.91619
H 4.10273 0.35191 -5.09233
H 3.98378 1.48854 -2.97452
H 3.14890 0.06885 -2.20632
H 2.15517 1.79050 -4.27973
C -2.26455 0.27554 -3.23838
C -1.26709 0.61750 -4.34016
O -1.51593 -0.15046 -5.51904
H -2.28984 -0.81399 -3.15955
H -3.29612 0.51140 -3.53351
H -2.02723 0.76235 -2.29750
H -0.29098 0.32581 -3.94967
H -1.27093 1.68242 -4.58534
H -2.30288 0.19518 -5.94795
C 2.93383 -1.02598 2.15515
C 3.88925 -1.98926 1.48188
O 3.67709 -2.09361 0.08921
H 3.15883 -1.03339 3.23235
H 1.90770 -1.38160 2.05482
H 2.99004 0.01290 1.83550
H 3.81711 -2.96832 1.97505
H 4.93104 -1.68129 1.59169
H 2.77753 -2.40571 -0.09734
C 0.54312 -4.20992 1.73385
C 0.11733 -3.80777 0.33696
O 0.93823 -2.82368 -0.26619
H 1.50365 -4.72142 1.75144
H -0.23608 -4.81806 2.19539
H 0.59994 -3.30320 2.34323
H -0.90550 -3.40745 0.37250
H 0.00145 -4.68303 -0.31435
H 0.38002 -2.02451 -0.34774
C 2.16738 2.42817 5.26616
C 1.05195 2.51549 4.24702
O 1.51123 2.31360 2.91099
H 2.51087 1.40172 5.41153
H 1.82997 2.75982 6.25173
H 3.02380 3.04845 4.99670
H 0.55439 3.48816 4.32802
H 0.29084 1.76093 4.43323
H 2.09456 3.04996 2.70233
C 1.87999 -3.28250 -3.49359
C 0.58321 -2.64017 -3.93205
O 0.71419 -2.16887 -5.27954
H 2.16307 -4.08952 -4.17027
H 1.71783 -3.74780 -2.51313
H 2.71001 -2.59536 -3.33325
H 0.27566 -1.91494 -3.16732
H -0.22159 -3.38783 -3.93969
H 0.16340 -1.38110 -5.35761
C -3.55413 -3.09816 -1.34549
C -4.38790 -2.33966 -0.30661
C -4.12037 -0.84635 -0.39061
O -5.75141 -2.69759 -0.37853
H -2.49737 -2.84619 -1.28286
H -3.97159 -2.86365 -2.33409
H -3.68851 -4.17993 -1.27320
H -3.99145 -2.65831 0.66325
H -4.84147 -0.30884 0.23192
H -4.06645 -0.39528 -1.38017
H -3.14636 -0.65519 0.07257
H -6.16004 -2.19500 -1.09022
C -0.85262 -2.10456 5.24063
C -1.08172 -1.43745 3.89382
C -2.08046 -2.23100 3.07845
O -1.71402 -0.16676 4.14516
H -0.11766 -1.59445 5.86804
H -0.47841 -3.12828 5.10741
H -1.76577 -2.25699 5.82053
H -0.10919 -1.28305 3.41737
H -2.18275 -1.88453 2.04273
H -3.06893 -2.12099 3.52061
H -1.78843 -3.27536 2.98593
H -1.36892 0.22969 4.94898
C -2.51862 2.88620 -0.16770
C -2.46039 4.08298 0.77981
C -1.68713 3.82400 2.05736
O -1.87877 5.20897 0.07591
H -3.33963 3.01192 -0.87818
H -2.71137 1.93848 0.33981
H -1.59904 2.87634 -0.75634
H -3.47208 4.45860 0.95610
H -0.76373 3.29288 1.79569
H -2.19859 3.08158 2.68043
H -1.48584 4.75851 2.57043
H -0.95276 4.95876 -0.08166
*
```